1.
C5H9P | the ωB97M-V functional and the def2-TZVPD basis

Each line ends with the Mulliken charge.
CARTESIAN COORDINATES (ANGSTROEM)
H  1.461  2.949  -1.459  -0.0237
P  0.745  3.381  -0.341  -0.0435
C  -0.066  1.918  -0.029  -0.3593
C  0.009  0.560  -0.795  -0.4738
C  0.770  -0.524  -0.015  -0.7599
C  -0.179  -1.297  1.019  -0.1084
C  -1.148  -2.144  0.642  -0.6944
H  -0.590  1.953  0.974  0.2864
H  -1.026  0.305  -1.067  0.3108
H  0.573  0.685  -1.705  0.3446
H  1.092  -1.192  -0.804  0.3398
H  1.523  -0.085  0.542  0.3971
H  0.102  -1.150  2.068  0.3039
H  -1.380  -2.646  -0.300  0.2440
H  -1.887  -2.715  1.271  0.2364

The calculation puts the LUMO energy at 0.37 eV.



2.
C36H36AsFeN2O4Si | the ωB97M-V functional and the def2-TZVPD basis

Each line ends with the Mulliken charge.
CARTESIAN COORDINATES (ANGSTROEM)
Fe  7.975  14.212  15.313  0.6979
O  6.064  10.369  14.612  -0.7272
C  6.423  9.809  15.784  0.9345
C  6.216  8.423  15.832  -0.7013
C  6.534  7.732  16.963  -0.2443
C  7.028  8.397  18.094  -1.0402
C  7.212  9.766  18.012  -0.3814
C  6.908  10.536  16.874  0.0297
C  7.078  11.992  16.704  0.7388
O  7.191  12.395  15.457  -1.1490
N  7.068  12.804  17.724  -1.2680
N  7.282  14.067  17.266  1.1459
C  6.876  15.027  17.997  -0.5818
C  6.938  16.391  17.644  1.0135
C  6.511  17.258  18.666  -0.8198
C  6.279  18.585  18.437  -0.6151
C  6.548  19.079  17.148  -0.6565
C  6.955  18.170  16.144  -0.4149
C  7.151  16.811  16.336  0.3444
O  7.428  16.001  15.343  -0.7751
H  6.321  11.325  14.656  0.3338
H  5.795  7.919  14.998  0.5506
H  6.398  6.658  17.016  0.3929
H  7.290  7.813  18.938  0.4400
H  7.578  10.292  18.861  0.5157
H  6.406  14.777  18.950  0.3196
H  6.323  16.818  19.636  0.3649
H  6.044  19.236  19.294  0.3436
H  6.382  20.123  16.941  0.4199
H  7.107  18.609  15.158  0.3596
O  8.124  13.859  13.177  -0.3291
As  8.947  12.851  12.113  1.6689
C  8.664  10.986  12.431  0.2417
C  9.116  10.419  13.595  0.5675
C  8.964  9.056  13.820  -1.1884
C  8.375  8.294  12.854  -0.6248
C  7.913  8.872  11.657  -0.8543
C  8.108  10.227  11.410  -0.5108
C  8.341  13.280  10.330  -0.2455
C  7.212  14.095  10.345  -0.5210
C  6.635  14.500  9.168  -0.6667
C  7.203  14.176  7.961  -0.4114
C  8.365  13.405  7.906  -0.7794
C  8.932  12.963  9.086  -0.0868
C  10.865  13.071  12.108  0.9548
C  11.397  14.116  11.351  -0.7301
C  12.794  14.191  11.189  -0.7678
C  13.613  13.264  11.814  -0.6821
C  13.080  12.228  12.535  -0.7538
C  11.703  12.092  12.653  -0.4259
H  9.559  10.997  14.403  0.4401
H  9.299  8.652  14.763  0.4156
H  8.224  7.219  12.976  0.3933
H  7.474  8.206  10.923  0.4135
H  7.819  10.645  10.449  0.3680
H  6.771  14.359  11.302  0.3674
H  5.741  15.102  9.163  0.4085
H  6.670  14.468  7.081  0.3888
H  8.790  13.191  6.918  0.3778
H  9.871  12.418  8.951  0.4258
H  10.716  14.827  10.874  0.4610
H  13.175  15.037  10.667  0.4015
H  14.667  13.433  11.785  0.3943
H  13.731  11.478  12.954  0.4377
H  11.320  11.238  13.124  0.5283
C  10.341  16.624  13.683  -0.5251
Si  10.889  15.805  15.302  0.4074
C  12.659  15.438  14.975  -0.9844
C  10.985  17.080  16.682  -1.1461
C  10.037  14.249  15.874  -0.6305
H  10.371  15.910  12.887  -0.1528
H  11.062  17.408  13.440  0.4687
H  9.345  17.058  13.835  0.1440
H  13.268  16.364  14.875  0.2973
H  12.911  14.853  14.054  0.0371
H  13.074  14.879  15.790  0.3520
H  11.551  17.963  16.349  0.3034
H  11.562  16.649  17.472  0.3557
H  10.041  17.419  17.113  0.2623
H  9.932  14.300  16.970  0.6122
H  10.668  13.378  15.588  0.5511

As for the expectation value of S²: 8.760. The calculation puts the LUMO energy (spin up / spin down) at 0.28 / -0.02 eV. As for the multiplicity: 6.



3.
CH2FNOS | the ωB97M-V functional and the def2-TZVPD basis

Each line ends with the Mulliken charge.
CARTESIAN COORDINATES (ANGSTROEM)
C  -1.367  -0.184  0.006  0.4288
N  1.015  -0.619  0.087  -0.4029
O  -2.382  -0.791  -0.150  -0.3426
F  -1.209  1.191  -0.062  -0.1811
S  1.627  0.778  0.206  0.0623
H  0.914  -1.224  1.008  0.2593
H  1.402  0.849  -1.095  0.1762

The calculation puts the LUMO energy (spin up / spin down) at -0.61 / -0.95 eV.



4.
C44H45AsAuF12N4O3P | the ωB97M-V functional and the def2-TZVPD basis

Each line ends with the Mulliken charge.
CARTESIAN COORDINATES (ANGSTROEM)
Au  -0.146  0.031  -0.429  4.0106
C  -1.977  6.095  -4.086  -1.7862
C  -1.339  4.983  -3.309  0.3384
C  -0.065  5.138  -2.760  -1.2899
C  0.488  4.132  -2.022  -0.3691
C  -0.208  2.914  -1.742  0.7678
N  0.332  2.087  -0.828  0.5411
C  1.447  2.529  -0.092  -0.3134
C  1.279  3.608  0.781  -0.0918
C  2.348  4.152  1.461  -1.1530
C  3.622  3.621  1.320  0.4393
C  4.815  4.227  2.005  -1.7710
C  3.784  2.516  0.491  -0.6614
C  2.727  1.972  -0.224  -0.2235
C  2.938  0.835  -1.240  1.4342
O  1.815  0.369  -1.792  -1.2378
C  3.806  1.404  -2.408  0.3637
F  4.010  0.472  -3.349  -0.2572
F  3.150  2.433  -2.979  -0.1906
F  5.024  1.878  -2.049  -0.2695
C  3.737  -0.334  -0.548  0.0614
F  5.072  -0.146  -0.452  -0.3115
F  3.553  -1.494  -1.181  -0.3037
F  3.305  -0.522  0.731  -0.0512
C  -1.433  2.690  -2.441  -0.7126
C  -1.961  3.745  -3.173  -0.7724
C  -2.172  1.333  -2.535  1.4124
O  -1.665  0.230  -1.952  -0.6775
C  -3.625  1.503  -1.960  0.3283
F  -4.366  2.530  -2.425  -0.3118
F  -4.349  0.392  -2.181  -0.3379
F  -3.535  1.678  -0.623  -0.2282
C  -2.283  0.978  -4.066  0.3211
F  -2.637  -0.306  -4.231  -0.1920
F  -1.098  1.146  -4.674  -0.2723
F  -3.197  1.705  -4.756  -0.2938
H  -1.804  7.053  -3.595  0.4067
H  -3.048  5.940  -4.196  0.3978
H  -1.535  6.151  -5.084  0.3277
H  0.484  6.058  -2.922  0.4525
H  1.484  4.246  -1.623  0.5137
H  0.285  4.028  0.890  0.5098
H  2.184  5.005  2.108  0.3589
H  4.512  4.988  2.723  0.3902
H  5.473  4.690  1.267  0.3260
H  5.395  3.463  2.526  0.3920
H  4.777  2.102  0.378  0.6043
H  -2.896  3.623  -3.692  0.4568
C  1.690  2.774  5.180  -0.6761
C  0.384  2.790  4.712  -0.7570
C  -0.022  1.882  3.746  -0.5804
C  0.869  0.939  3.237  0.4725
C  2.184  0.949  3.696  -0.2384
C  2.589  1.851  4.669  -0.8581
As  0.281  -0.441  1.979  1.9173
C  1.150  -1.999  2.751  -0.0057
C  1.376  -2.082  4.123  -0.7133
C  1.965  -3.213  4.668  -0.8004
C  2.328  -4.271  3.846  -0.6932
C  2.112  -4.189  2.479  -0.7572
C  1.531  -3.056  1.930  -0.4409
C  -1.540  -0.619  2.646  0.8442
C  -1.919  -1.509  3.643  -0.9802
C  -3.225  -1.519  4.115  -0.7267
C  -4.159  -0.631  3.604  -0.8077
C  -3.793  0.259  2.603  -1.0375
C  -2.494  0.253  2.121  -0.1263
H  2.002  3.477  5.942  0.3879
H  -0.325  3.501  5.116  0.4335
H  -1.049  1.893  3.411  0.3946
H  2.893  0.225  3.311  0.4776
H  3.605  1.819  5.040  0.4646
H  1.097  -1.259  4.770  0.5904
H  2.145  -3.263  5.734  0.4339
H  2.778  -5.157  4.276  0.4075
H  2.406  -5.009  1.835  0.4875
H  1.375  -2.982  0.862  0.0783
H  -1.193  -2.204  4.049  0.3656
H  -3.509  -2.222  4.887  0.4036
H  -5.174  -0.636  3.982  0.3819
H  -4.516  0.951  2.192  0.4863
H  -2.223  0.913  1.304  0.4581
C  -3.239  -1.939  -0.497  -0.7688
N  -2.633  -3.019  -1.262  0.5583
C  -3.532  -3.657  -2.206  -1.1590
P  -0.984  -3.203  -1.337  -0.5220
O  -0.340  -2.312  -0.311  -0.5923
N  -0.243  -3.125  -2.814  0.7636
C  0.741  -2.074  -3.087  -0.6514
C  -0.898  -3.633  -4.013  -0.9856
N  -0.846  -4.832  -0.979  0.5745
C  -1.367  -5.267  0.309  -1.0840
C  0.147  -5.727  -1.545  -0.9980
H  -3.633  -1.149  -1.134  0.0826
H  -2.498  -1.511  0.164  0.0312
H  -4.053  -2.346  0.112  0.5701
H  -3.658  -3.080  -3.126  0.1422
H  -4.512  -3.760  -1.734  0.4315
H  -3.174  -4.658  -2.449  0.4263
H  1.357  -1.888  -2.212  -0.1700
H  0.285  -1.131  -3.386  0.0445
H  1.391  -2.421  -3.893  0.4314
H  -1.525  -4.490  -3.774  0.4045
H  -0.124  -3.960  -4.712  0.3419
H  -1.501  -2.869  -4.507  0.0251
H  -1.933  -4.461  0.775  0.2161
H  -0.550  -5.546  0.982  0.3423
H  -2.025  -6.133  0.190  0.3297
H  0.646  -5.254  -2.386  0.3135
H  -0.335  -6.648  -1.889  0.3125
H  0.907  -5.998  -0.803  0.2283

As for the expectation value of S²: 2.049. The calculation puts the LUMO energy (spin up / spin down) at 0.62 / -1.72 eV. As for the multiplicity: 3.



5.
C2H9NS | the ωB97M-V functional and the def2-TZVPD basis

Each line ends with the Mulliken charge.
CARTESIAN COORDINATES (ANGSTROEM)
N  -1.623  1.431  -1.855  -0.6432
H  -1.173  1.808  -2.744  0.2367
H  1.434  -3.175  4.072  0.0541
H  -1.048  0.611  -1.474  0.1838
H  -2.539  1.154  -2.210  0.2083
C  0.088  -1.029  0.980  -0.1587
C  -0.390  0.369  0.910  -0.6419
S  0.999  -0.106  -0.279  -0.1825
H  2.007  -2.844  3.632  -0.0520
H  -0.232  -1.926  0.557  0.3064
H  0.534  -1.328  1.935  0.1556
H  -1.274  0.571  0.370  0.2322
H  -0.511  0.772  1.963  0.3012

The calculation puts the LUMO energy at 0.82 eV.



6.
C6H12O3 | the ωB97M-V functional and the def2-TZVPD basis

Each line ends with the Mulliken charge.
CARTESIAN COORDINATES (ANGSTROEM)
C  0.622  1.824  -2.304  -1.0451
C  0.869  1.166  -1.173  0.6333
O  1.972  0.393  -0.981  -0.4452
C  0.087  1.359  0.100  0.7930
C  -1.399  1.505  -0.049  -1.0796
O  0.656  1.468  1.160  -0.5648
H  -0.194  2.516  -2.393  0.2150
H  1.265  1.725  -3.166  0.2403
H  2.507  0.374  -1.785  0.2958
H  -1.804  0.553  -0.395  0.2793
H  -1.840  1.746  0.913  0.2864
H  -1.655  2.263  -0.782  0.4019
C  -0.216  -2.315  -0.321  -0.2136
O  -1.280  -1.708  -0.377  -0.4275
H  -0.189  -3.411  -0.208  0.3472
H  0.700  -1.871  -0.752  0.2243
C  -0.032  -1.496  2.554  -0.7480
H  -1.109  -1.521  2.465  0.2399
H  0.359  -0.495  2.458  0.1803
H  0.313  -2.003  3.452  0.3470
H  0.370  -2.074  1.586  0.0400

The calculation puts the LUMO energy at 0.50 eV.



7.
C5H12O2 | the ωB97M-V functional and the def2-TZVPD basis

Each line ends with the Mulliken charge.
CARTESIAN COORDINATES (ANGSTROEM)
C  -0.816  -1.574  1.910  -1.1012
C  0.146  -0.438  1.534  -0.4085
C  0.155  -0.349  0.002  -0.2613
O  -1.209  -0.249  -0.407  -0.5878
C  0.869  0.771  -0.765  0.0049
C  0.271  0.729  -2.208  -1.1498
O  0.602  1.979  -0.056  -0.5361
H  -1.799  -1.380  1.472  0.2724
H  -0.466  -2.528  1.493  0.2867
H  -0.931  -1.694  2.990  0.3885
H  -0.207  0.514  1.950  0.2587
H  1.141  -0.625  1.958  0.2931
H  0.561  -1.291  -0.392  0.3736
H  -1.405  0.693  -0.281  0.4267
H  1.962  0.618  -0.816  0.3598
H  -0.740  1.151  -2.298  0.3191
H  0.916  1.252  -2.914  0.4147
H  0.154  -0.310  -2.547  0.3312
H  0.796  2.732  -0.625  0.3151

The calculation puts the LUMO energy at 0.80 eV.



8.
C46H34F3N3O2S | the ωB97M-V functional and the def2-TZVPD basis

Each line ends with the Mulliken charge.
CARTESIAN COORDINATES (ANGSTROEM)
F  4.292  0.423  3.792  -0.2225
C  3.267  -0.437  3.728  0.5554
F  3.458  -1.286  2.685  -0.2019
F  3.210  -1.154  4.873  -0.2131
S  1.643  0.504  3.473  0.8493
C  0.498  -0.810  3.346  -0.4455
C  -0.854  -0.519  3.626  1.0793
C  -1.733  -1.638  3.724  -0.8007
C  -3.092  -1.462  3.849  -0.6399
C  -3.634  -0.172  3.921  0.4066
C  -5.057  -0.010  3.989  0.0400
N  -6.227  0.084  4.037  -0.5921
C  -2.777  0.949  3.902  -0.8607
C  -1.407  0.796  3.779  -0.6075
O  1.409  1.209  4.723  -0.6504
O  1.748  1.214  2.210  -0.5643
H  0.872  -1.833  3.425  0.3901
H  -1.284  -2.625  3.718  0.3473
H  -3.763  -2.324  3.892  0.4119
H  -3.197  1.955  3.990  0.4006
H  -0.752  1.669  3.857  0.3763
C  -5.019  -2.462  -6.700  -0.3902
C  -5.658  -2.174  -5.489  -0.7316
C  -5.084  -2.593  -4.289  -0.2152
C  -3.866  -3.284  -4.287  0.2225
N  -3.264  -3.646  -3.040  0.8270
C  -3.441  -4.992  -2.590  0.3099
C  -2.636  -6.015  -3.104  -0.0794
C  -2.812  -7.334  -2.682  -0.7432
C  -3.795  -7.636  -1.740  -0.3936
C  -4.612  -6.622  -1.229  -0.7231
C  -4.437  -5.306  -1.661  -0.2174
C  -2.213  -2.862  -2.506  0.4284
C  -2.414  -2.179  -1.290  -0.3066
C  -1.396  -1.437  -0.725  -1.3306
C  -0.100  -1.396  -1.321  0.6180
C  0.945  -0.752  -0.625  -0.0169
C  2.311  -0.767  -1.002  0.9874
C  3.160  0.314  -0.618  -1.2324
C  4.456  0.397  -1.070  -0.5725
C  5.022  -0.686  -1.778  1.0608
N  6.384  -0.675  -2.087  0.9167
C  7.128  -1.895  -2.109  -0.3559
C  7.217  -2.659  -3.277  0.0719
C  7.841  -3.910  -3.250  -0.7158
C  8.440  -4.364  -2.076  -0.4159
C  8.443  -3.560  -0.932  -0.6643
C  7.791  -2.326  -0.953  -0.2631
C  6.992  0.484  -2.654  -0.3823
C  7.778  1.341  -1.876  -0.0202
C  8.406  2.444  -2.460  -0.7322
C  8.275  2.675  -3.831  -0.3657
C  7.511  1.811  -4.619  -0.7652
C  6.864  0.725  -4.028  -0.1206
C  4.234  -1.817  -2.073  -0.4904
C  2.902  -1.848  -1.721  -1.2572
C  0.048  -2.009  -2.608  -1.3333
C  -0.981  -2.751  -3.168  -0.2147
C  -3.268  -3.623  -5.502  0.0476
C  -3.833  -3.193  -6.708  -0.8527
H  -5.456  -2.126  -7.637  0.3711
H  -6.598  -1.625  -5.481  0.3689
H  -5.569  -2.390  -3.334  0.3724
H  -1.878  -5.758  -3.842  0.2167
H  -2.180  -8.120  -3.097  0.3593
H  -3.932  -8.663  -1.410  0.3690
H  -5.386  -6.858  -0.500  0.3725
H  -5.071  -4.502  -1.285  0.3274
H  -3.396  -2.238  -0.815  0.4427
H  -1.556  -0.859  0.187  0.4517
H  0.668  -0.116  0.221  0.2712
H  2.729  1.097  0.006  0.4304
H  5.073  1.269  -0.847  0.4909
H  6.777  -2.272  -4.194  0.3168
H  7.853  -4.522  -4.153  0.3702
H  8.918  -5.341  -2.053  0.3822
H  8.944  -3.895  -0.025  0.3745
H  7.781  -1.683  -0.072  0.3993
H  7.885  1.134  -0.812  0.4076
H  9.004  3.116  -1.844  0.3763
H  8.776  3.523  -4.291  0.3802
H  7.418  1.970  -5.694  0.3660
H  6.259  0.041  -4.623  0.3496
H  4.679  -2.665  -2.598  0.4676
H  2.291  -2.710  -2.001  0.8395
H  0.968  -1.866  -3.173  0.8040
H  -0.832  -3.250  -4.130  0.1658
H  -2.359  -4.220  -5.491  0.1473
H  -3.337  -3.437  -7.649  0.3624

The calculation puts the LUMO energy at -2.74 eV.



- Number 8 is which compound?
  C46H34F3N3O2S



Please write out number 5 again, unchanged.
C2H9NS | the ωB97M-V functional and the def2-TZVPD basis

Each line ends with the Mulliken charge.
CARTESIAN COORDINATES (ANGSTROEM)
N  -1.623  1.431  -1.855  -0.6432
H  -1.173  1.808  -2.744  0.2367
H  1.434  -3.175  4.072  0.0541
H  -1.048  0.611  -1.474  0.1838
H  -2.539  1.154  -2.210  0.2083
C  0.088  -1.029  0.980  -0.1587
C  -0.390  0.369  0.910  -0.6419
S  0.999  -0.106  -0.279  -0.1825
H  2.007  -2.844  3.632  -0.0520
H  -0.232  -1.926  0.557  0.3064
H  0.534  -1.328  1.935  0.1556
H  -1.274  0.571  0.370  0.2322
H  -0.511  0.772  1.963  0.3012

The calculation puts the LUMO energy at 0.82 eV.